Record 1
{"formula": "C6H12N4O", "method": "ωB97M-V/def2-TZVPD", "species": ["O", "N", "N", "N", "N", "C", "C", "C", "C", "C", "C", "H", "H", "H", "H", "H", "H", "H", "H", "H", "H", "H", "H"], "coordinates": [[-2.03387, 1.18225, 0.21538], [-0.07590, -0.28983, 0.21265], [2.63040, 0.46488, -0.14420], [-2.61669, -0.71648, 1.10534], [-2.24453, -0.59509, -1.27409], [2.25860, -0.84758, 0.29674], [-2.11739, -0.18170, 0.01263], [1.62978, 1.50869, -0.11533], [0.87059, -1.30534, -0.02025], [0.23889, 0.96207, 0.07881], [-0.88483, 1.74746, 0.14740], [-0.78386, 2.81456, 0.48454], [-2.78245, -0.09239, 1.89117], [2.96802, -1.43846, -0.32506], [1.79747, 2.13382, -1.11432], [0.78818, -1.36206, -1.16675], [-2.50660, -1.54573, -1.35356], [3.56345, 0.54523, -0.52004], [2.36424, -1.11085, 1.30897], [0.69277, -2.43454, 0.47177], [-2.47903, 0.05440, -2.02419], [1.65175, 2.18561, 0.69670], [-2.92899, -1.67891, 1.13567]], "orbital_gap_ev": [5.17, 7.72], "e_homo_ev": [-16.3, -17.7], "multiplicity": 1, "e_lumo_ev": [-11.11, -10.02], "total_charge": 2, "relative_energy_kcal_mol": 85.57}

---

Record 2
{"formula": "C6H12N4S", "method": "ωB97M-V/def2-TZVPD", "species": ["S", "N", "N", "N", "N", "C", "C", "C", "C", "C", "C", "H", "H", "H", "H", "H", "H", "H", "H", "H", "H", "H", "H"], "coordinates": [[3.70736, 0.11453, 0.86433], [-0.59802, -1.46436, -0.22708], [0.46547, -0.75024, -0.31004], [-1.63158, -0.74301, 0.03741], [-1.38258, 0.51821, 0.24010], [-2.86305, -1.33545, 0.24680], [1.76764, -1.30803, -0.57370], [-2.27445, 1.55586, 0.76791], [0.43729, 0.56990, -0.25865], [1.60109, 1.28778, -0.46539], [2.66587, 0.01769, -0.55254], [-1.69676, 2.05871, 1.55795], [4.86452, 0.54799, 0.26718], [1.84226, 1.94554, 0.42405], [-3.56177, -0.83755, -0.25010], [3.10299, 0.14661, -1.56104], [1.70250, -1.81517, -1.53856], [-2.80129, -2.38407, -0.18492], [-2.61214, 2.23148, 0.02861], [-3.17991, 1.01356, 1.30267], [1.50898, 2.02454, -1.39907], [-3.07536, -1.39965, 1.31011], [2.01093, -1.99488, 0.27397]], "orbital_gap_ev": [6.44, 4.44], "e_homo_ev": [-14.2, -17.1], "multiplicity": 3, "e_lumo_ev": [-7.81, -12.66], "total_charge": 2, "relative_energy_kcal_mol": 33.16, "s2": 2.04}

---

Record 3
{"formula": "C6H12N5S", "method": "ωB97M-V/def2-TZVPD", "species": ["S", "N", "N", "N", "N", "N", "C", "C", "C", "C", "C", "C", "H", "H", "H", "H", "H", "H", "H", "H", "H", "H", "H", "H"], "coordinates": [[0.96567, 5.04565, 0.23548], [0.92850, 0.16489, -0.58001], [0.28926, 2.56928, 0.60169], [1.42744, 2.53852, -0.01201], [1.68150, 3.71858, -0.65437], [-0.54869, -2.07077, 0.32108], [-1.18788, -0.81676, -0.00597], [1.01413, -1.06449, -1.33924], [-0.19961, 0.30460, 0.10659], [-0.24590, 3.94040, 0.91948], [0.68559, -2.31455, -0.49606], [-0.47217, 1.51143, 0.79597], [-0.17374, 4.04252, 2.06393], [-2.00630, -0.75907, 0.74625], [2.03963, -1.16582, -1.64302], [-1.25522, -2.92134, 0.49809], [-0.06547, -1.89977, 1.20754], [0.40095, -0.95288, -2.27624], [1.69317, -2.45408, -0.05906], [2.66582, 3.85400, -0.79940], [-1.68069, -0.98413, -0.89225], [-1.30686, 1.76818, 1.47955], [0.51900, -3.14821, -1.08956], [-1.33404, 3.98738, 0.69032]], "orbital_gap_ev": [7.08, 7.08], "e_homo_ev": [-10.5, -10.5], "multiplicity": 1, "e_lumo_ev": [-3.38, -3.38], "total_charge": 1, "relative_energy_kcal_mol": 72.01}